(1)
Computed, not measured: a molecular structure, C28H36FNPd at a distorted geometry, with ωB97M-V with the def2-TZVPD basis set.

Cartesian coordinates (Å):
Pd (0.21, -0.23, 0.07)
C (2.48, -0.53, -0.66)
C (1.66, -1.13, -1.63)
C (1.27, -2.46, -1.49)
C (1.73, -3.22, -0.42)
C (2.56, -2.64, 0.53)
C (2.92, -1.30, 0.43)
H (2.88, 0.46, -0.83)
H (1.42, -0.61, -2.55)
H (0.67, -2.92, -2.26)
H (1.46, -4.26, -0.34)
H (2.95, -3.24, 1.35)
H (3.60, -0.87, 1.15)
C (-2.07, -2.84, -0.95)
C (-2.76, -2.33, -2.22)
C (-4.16, -1.80, -1.89)
C (-1.92, -1.39, -3.07)
C (-1.66, -1.76, -4.39)
C (-0.92, -0.95, -5.24)
C (-0.44, 0.27, -4.80)
C (-0.65, 0.69, -3.50)
C (-0.18, 2.07, -3.04)
C (1.25, 2.41, -3.45)
C (-1.12, 3.16, -3.61)
C (-1.39, -0.16, -2.66)
N (-1.58, 0.23, -1.30)
C (-2.66, 0.90, -0.98)
C (-3.61, 1.36, -1.98)
C (-4.71, 2.06, -1.60)
C (-4.94, 2.32, -0.24)
C (-4.08, 1.87, 0.78)
C (-2.98, 1.18, 0.40)
F (-2.16, 0.71, 1.32)
H (-2.78, -3.40, -0.34)
H (-1.69, -2.02, -0.33)
H (-1.24, -3.51, -1.18)
H (-2.91, -3.20, -2.85)
H (-4.17, -1.15, -1.01)
H (-4.82, -2.64, -1.66)
H (-4.60, -1.26, -2.73)
H (-2.05, -2.70, -4.76)
H (-0.74, -1.27, -6.26)
H (0.11, 0.90, -5.49)
H (-0.24, 2.11, -1.95)
H (1.41, 2.26, -4.52)
H (2.00, 1.82, -2.93)
H (1.46, 3.46, -3.24)
H (-1.03, 3.20, -4.69)
H (-0.84, 4.13, -3.21)
H (-2.16, 2.98, -3.37)
H (-3.42, 1.12, -3.01)
H (-5.41, 2.42, -2.34)
H (-5.83, 2.88, 0.05)
H (-4.28, 2.05, 1.82)
C (0.63, 1.52, 3.90)
C (0.45, 0.34, 2.90)
C (1.20, -0.90, 3.37)
C (0.91, 0.94, 1.61)
H (0.33, 1.16, 4.88)
H (0.03, 2.38, 3.64)
H (1.68, 1.83, 3.96)
H (-0.62, 0.12, 2.86)
H (2.27, -0.72, 3.41)
H (1.01, -1.75, 2.73)
H (0.86, -1.16, 4.37)
H (1.98, 0.97, 1.44)
H (0.41, 1.86, 1.30)

Orbital gap in Ha: 0.175
Energy relative to the best compared isomer or geometry (same formula, charge and spin) in kJ/mol: 95.0
Total energy in a.u.: -1370.363095
E_HOMO in eV: -14.60
Charge: +2

Atomic partial charges in e from the Löwdin method, atoms 1 to 5: Pd 0.76; C -0.14; C -0.14; C -0.09; C -0.05

---

(2)
Computed, not measured: a molecular structure, C28H37AsF6N3O2SiV at a distorted geometry, with ωB97M-V with the def2-TZVPD basis set.

Cartesian coordinates (Å):
V (-0.92, 1.05, 0.22)
O (-1.07, 7.85, 0.27)
C (-1.60, 7.16, -0.62)
O (-2.29, 7.45, -1.60)
C (-1.33, 5.65, -0.47)
C (-0.52, 5.18, 0.57)
C (-0.31, 3.82, 0.68)
N (-0.93, 3.00, -0.17)
C (-1.61, 3.41, -1.23)
C (-1.86, 4.75, -1.40)
C (-1.87, 2.28, -2.18)
C (-2.63, 2.39, -3.33)
C (-2.71, 1.32, -4.20)
C (-2.01, 0.16, -3.91)
C (-1.28, 0.11, -2.74)
N (-1.19, 1.13, -1.89)
C (0.59, 3.07, 1.61)
C (1.31, 3.64, 2.65)
C (2.11, 2.83, 3.44)
C (2.19, 1.47, 3.18)
C (1.47, 0.98, 2.11)
N (0.70, 1.75, 1.34)
H (-0.08, 5.94, 1.21)
H (-2.41, 5.20, -2.23)
H (-3.16, 3.32, -3.53)
H (-3.31, 1.40, -5.10)
H (-2.04, -0.70, -4.57)
H (-0.74, -0.79, -2.45)
H (1.23, 4.70, 2.84)
H (2.66, 3.27, 4.26)
H (2.80, 0.82, 3.78)
H (1.48, -0.07, 1.85)
F (-0.95, -1.12, 0.82)
As (-2.60, -0.88, 1.66)
F (-3.16, -2.32, 0.95)
F (-2.89, 0.03, 0.15)
F (-1.80, 0.64, 2.16)
F (-4.07, -0.39, 2.32)
F (-1.99, -1.66, 3.04)
C (1.09, -3.00, 3.12)
C (0.86, -4.10, 2.07)
C (1.95, -5.20, 2.24)
C (-0.52, -4.73, 2.33)
Si (1.18, -3.52, 0.32)
C (0.18, -4.25, -1.10)
C (0.51, -5.77, -1.01)
C (0.54, -3.77, -2.51)
C (-1.33, -4.05, -0.92)
C (2.80, -2.66, -0.09)
C (3.62, -3.77, -0.82)
C (3.67, -2.18, 1.08)
C (2.55, -1.47, -1.04)
H (0.97, -3.45, 4.11)
H (0.34, -2.21, 3.04)
H (2.08, -2.56, 3.08)
H (1.84, -5.61, 3.25)
H (2.97, -4.82, 2.16)
H (1.83, -6.04, 1.55)
H (-0.54, -5.06, 3.37)
H (-0.72, -5.60, 1.71)
H (-1.33, -4.01, 2.20)
H (1.57, -5.98, -1.15)
H (-0.03, -6.26, -1.82)
H (0.18, -6.23, -0.08)
H (1.56, -3.98, -2.82)
H (0.37, -2.70, -2.64)
H (-0.12, -4.28, -3.21)
H (-1.72, -4.43, 0.03)
H (-1.83, -4.59, -1.72)
H (-1.61, -3.00, -1.00)
H (3.91, -4.57, -0.14)
H (4.54, -3.30, -1.19)
H (3.12, -4.21, -1.68)
H (3.89, -2.96, 1.81)
H (3.24, -1.33, 1.60)
H (4.62, -1.84, 0.66)
H (2.23, -1.78, -2.03)
H (3.48, -0.91, -1.15)
H (1.81, -0.77, -0.64)

Spin multiplicity: 4
Orbital gap (alpha / beta) in Ha: 0.185 / 0.184
Energy relative to the best compared isomer or geometry (same formula, charge and spin) in kJ/mol: 0.0
Total energy in a.u.: -5472.315525
E_HOMO (alpha / beta) in eV: -9.65 / -9.65
Charge: +1
<S²>: 3.761

Atomic partial charges in e from the Löwdin method, atoms 1 to 5: V 0.90; O -0.01; C -0.69; O -0.01; C -0.05

---

(3)
Computed, not measured: a molecular structure, C28H37BBrClMoN8OSe4, with ωB97M-V with the def2-TZVPD basis set.

Cartesian coordinates (Å):
Mo (-0.76, 0.06, -0.40)
C (-1.58, -3.36, -1.82)
C (-0.37, -3.23, -0.96)
C (0.63, -4.19, -0.78)
C (1.54, -3.63, 0.09)
C (2.81, -4.18, 0.65)
N (1.09, -2.40, 0.39)
N (-0.09, -2.15, -0.24)
B (1.55, -1.45, 1.50)
N (0.34, -1.13, 2.37)
N (-0.77, -0.55, 1.83)
C (-1.63, -0.35, 2.84)
C (-2.93, 0.38, 2.77)
C (-1.08, -0.85, 4.02)
C (0.17, -1.33, 3.69)
C (1.20, -1.98, 4.55)
N (2.11, -0.15, 0.86)
N (1.47, 0.44, -0.19)
C (2.32, 1.33, -0.71)
C (2.06, 2.10, -1.96)
C (3.51, 1.34, 0.03)
C (3.34, 0.38, 1.01)
C (4.28, -0.04, 2.09)
H (-1.31, -3.76, -2.80)
H (-2.08, -2.41, -1.95)
H (-2.29, -4.05, -1.36)
H (0.68, -5.17, -1.23)
H (3.05, -5.12, 0.16)
H (2.72, -4.38, 1.72)
H (3.64, -3.49, 0.51)
H (2.41, -1.96, 2.16)
H (-2.81, 1.34, 2.28)
H (-3.29, 0.54, 3.79)
H (-3.70, -0.17, 2.23)
H (-1.54, -0.85, 5.00)
H (0.84, -2.01, 5.58)
H (2.15, -1.43, 4.53)
H (1.41, -3.00, 4.23)
H (1.02, 2.03, -2.27)
H (2.68, 1.71, -2.77)
H (2.31, 3.16, -1.83)
H (4.39, 1.95, -0.14)
H (5.17, 0.58, 2.07)
H (4.58, -1.09, 1.98)
H (3.82, 0.06, 3.08)
Se (-3.21, -0.09, -0.54)
Se (-4.40, -2.06, -0.02)
Se (-3.89, -2.97, 2.09)
Se (-1.94, -4.04, 2.01)
Br (-3.26, 5.28, 1.00)
C (-1.81, 4.10, 1.30)
C (-0.89, 4.32, 2.25)
C (0.12, 3.33, 2.46)
C (0.00, 2.13, 1.82)
N (-0.95, 1.83, 0.90)
C (-1.72, 2.93, 0.38)
H (-0.95, 5.20, 2.88)
H (0.89, 3.46, 3.21)
H (0.68, 1.34, 2.08)
H (-2.72, 2.59, 0.11)
C (-1.16, -1.19, -4.28)
C (-0.04, -0.52, -3.48)
C (1.29, -1.25, -3.61)
O (-0.37, -0.49, -2.09)
H (-1.33, -0.66, -5.22)
H (-2.09, -1.19, -3.71)
H (-0.91, -2.22, -4.50)
H (0.09, 0.51, -3.81)
H (1.18, -2.28, -3.28)
H (2.05, -0.76, -2.99)
H (1.62, -1.23, -4.65)
Cl (-3.35, 2.76, -4.83)
C (-2.42, 3.01, -3.40)
C (-2.16, 4.30, -2.91)
C (-1.46, 4.42, -1.76)
C (-1.00, 3.24, -1.02)
N (-1.18, 1.95, -1.65)
C (-1.91, 1.89, -2.73)
H (-2.52, 5.17, -3.45)
H (-1.23, 5.39, -1.35)
H (0.04, 3.36, -0.70)
H (-2.15, 0.91, -3.11)

Spin multiplicity: 3
Orbital gap (alpha / beta) in Ha: 0.232 / 0.193
Energy relative to the best compared isomer or geometry (same formula, charge and spin) in kJ/mol: 0.0
Total energy in a.u.: -14335.559259
E_HOMO (alpha / beta) in eV: -6.72 / -6.81
Charge: 0
<S²>: 2.044

Atomic partial charges in e from the Löwdin method, atoms 1 to 5: Mo 1.45; C -0.06; C -0.38; C 0.00; C -0.27